# 1
{
  "formula": "C15H24O12S",
  "method": "the ωB97M-V functional and the def2-TZVPD basis",
  "multiplicity": 1,
  "smiles": "CC[C@H]1OS(=O)(=O)O[C@H]1CCCOC(C)=O.O=C1OCCO1.O=C1OCCO1",
  "homo_lumo_gap_ev": 10.40,
  "total_energy_ha": -1886.748264,
  "max_force_ev_per_a": 8.372,
  "elements": ["C", "C", "C", "O", "S", "O", "O", "O", "C", "C", "C", "C", "O", "C", "C", "O", "H", "H", "H", "H", "H", "H", "H", "H", "H", "H", "H", "H", "H", "H", "H", "H", "O", "C", "O", "C", "C", "O", "H", "H", "H", "H", "O", "C", "O", "C", "C", "O", "H", "H", "H", "H"],
  "positions_angstrom": [[-0.928, -3.094, -0.102], [-0.431, -3.783, 1.300], [1.190, -3.768, 1.546], [1.974, -4.889, 1.005], [2.572, -4.229, -0.487], [3.986, -4.784, -0.912], [1.486, -4.767, -1.482], [2.453, -2.512, -0.237], [2.071, -2.432, 1.192], [1.680, -0.981, 1.850], [2.029, 0.319, 0.909], [0.576, 0.909, 0.373], [0.883, 2.064, -0.490], [0.193, 1.834, -1.777], [1.109, 1.739, -3.149], [-1.137, 1.677, -1.871], [-1.304, -3.941, -0.853], [-0.123, -2.448, -0.653], [-1.875, -2.399, 0.069], [-0.744, -4.933, 1.232], [-1.008, -3.354, 2.228], [1.260, -3.817, 2.726], [3.115, -2.684, 1.714], [2.342, -0.858, 2.836], [0.554, -0.933, 2.244], [2.677, 0.081, -0.040], [2.630, 1.160, 1.505], [-0.026, 0.053, -0.155], [-0.019, 1.214, 1.357], [1.449, 2.817, -3.485], [2.108, 1.108, -2.997], [0.484, 1.197, -3.993], [0.020, 0.232, 3.523], [0.578, 1.227, 3.954], [0.335, 1.779, 5.178], [1.329, 2.764, 5.390], [1.756, 3.124, 4.004], [1.527, 1.934, 3.273], [0.918, 3.619, 5.934], [2.142, 2.326, 5.977], [1.147, 3.926, 3.573], [2.810, 3.413, 3.955], [-5.996, 2.731, -6.654], [-5.266, 2.404, -5.733], [-5.646, 1.609, -4.691], [-4.471, 1.284, -3.972], [-3.538, 2.399, -4.318], [-3.961, 2.788, -5.611], [-4.676, 1.231, -2.899], [-4.105, 0.311, -4.313], [-3.637, 3.253, -3.641], [-2.493, 2.077, -4.333]]
}

***

# 2
{
  "formula": "C15H24O15",
  "method": "the ωB97M-V functional and the def2-TZVPD basis",
  "multiplicity": 1,
  "smiles": "COC(=O)OC.COC(=O)OC.O=C1OCCO1.O=C1OCCO1.O=C1OCCO1",
  "homo_lumo_gap_ev": 10.94,
  "total_energy_ha": -1714.542386,
  "max_force_ev_per_a": 3.547,
  "elements": ["C", "O", "C", "O", "O", "C", "H", "H", "H", "H", "H", "H", "C", "O", "C", "O", "O", "C", "H", "H", "H", "H", "H", "H", "O", "C", "O", "C", "C", "O", "H", "H", "H", "H", "O", "C", "O", "C", "C", "O", "H", "H", "H", "H", "O", "C", "O", "C", "C", "O", "H", "H", "H", "H"],
  "positions_angstrom": [[-5.325, -2.401, -21.236], [-5.017, -3.781, -21.029], [-4.311, -4.323, -20.032], [-3.797, -3.655, -19.183], [-4.152, -5.677, -20.256], [-4.836, -6.441, -21.242], [-6.360, -2.424, -21.575], [-4.861, -1.826, -22.038], [-5.146, -1.835, -20.322], [-4.427, -7.450, -21.282], [-4.665, -6.060, -22.249], [-5.898, -6.559, -21.024], [-0.991, 0.195, -18.874], [-1.138, 0.740, -20.192], [-0.083, 1.443, -20.640], [1.014, 1.551, -20.096], [-0.590, 2.049, -21.706], [0.286, 2.929, -22.440], [-0.679, 0.987, -18.195], [-0.310, -0.656, -18.892], [-1.963, -0.183, -18.557], [-0.193, 3.507, -23.231], [0.998, 2.302, -22.977], [0.919, 3.546, -21.801], [-6.337, 9.266, -20.513], [-6.745, 8.132, -20.295], [-5.906, 7.158, -19.838], [-6.557, 5.877, -20.057], [-7.985, 6.228, -20.251], [-7.986, 7.640, -20.544], [-6.051, 5.381, -20.885], [-6.400, 5.322, -19.132], [-8.633, 6.009, -19.403], [-8.335, 5.676, -21.123], [-5.078, -0.131, -16.822], [-4.804, 0.560, -17.733], [-5.132, 0.324, -18.978], [-4.427, 1.055, -19.955], [-3.889, 2.121, -19.082], [-3.956, 1.615, -17.720], [-3.717, 0.418, -20.484], [-5.136, 1.456, -20.679], [-4.539, 2.994, -19.126], [-2.820, 2.301, -19.196], [-7.212, 2.691, -21.887], [-8.009, 2.125, -21.151], [-8.111, 2.330, -19.822], [-8.976, 1.285, -19.193], [-9.361, 0.447, -20.375], [-8.829, 1.088, -21.517], [-8.546, 0.687, -18.390], [-9.856, 1.838, -18.863], [-10.441, 0.313, -20.440], [-8.861, -0.522, -20.385]]
}

***

# 3
{
  "formula": "C15H25AlF7O7",
  "method": "the ωB97M-V functional and the def2-TZVPD basis",
  "multiplicity": 1,
  "total_charge": -1,
  "homo_lumo_gap_ev": 7.26,
  "total_energy_ha": -2054.928103,
  "max_force_ev_per_a": 5.115,
  "elements": ["C", "C", "C", "O", "Al", "F", "C", "C", "O", "C", "C", "O", "H", "H", "H", "H", "H", "H", "H", "H", "H", "H", "H", "H", "H", "H", "H", "C", "C", "O", "C", "O", "C", "F", "F", "F", "H", "H", "H", "H", "H", "C", "C", "O", "C", "O", "C", "F", "F", "F", "H", "H", "H", "H", "H"],
  "positions_angstrom": [[0.455, -1.077, -0.360], [-0.964, -0.508, -0.093], [-1.453, 0.426, -1.203], [-1.274, 1.781, -0.902], [0.186, 2.564, -1.640], [1.582, 1.518, -1.699], [-0.157, 3.295, -3.506], [-0.079, 2.311, -4.662], [1.081, 1.440, -4.599], [1.875, 1.607, -5.661], [1.749, 0.679, -6.836], [2.659, 2.452, -5.705], [1.159, -0.498, 0.211], [0.680, -0.920, -1.400], [0.548, -2.130, -0.126], [-1.659, -1.338, 0.008], [-0.970, 0.009, 0.857], [-2.539, 0.260, -1.257], [-1.061, 0.117, -2.177], [0.556, 3.822, -0.696], [0.547, 4.103, -3.678], [-1.146, 3.748, -3.569], [-0.006, 2.877, -5.591], [-0.990, 1.723, -4.693], [2.742, 0.369, -7.112], [1.311, 1.212, -7.668], [1.159, -0.206, -6.636], [5.948, -3.145, 2.962], [5.027, -4.140, 2.289], [3.710, -4.098, 2.861], [2.915, -3.122, 2.413], [3.203, -2.302, 1.599], [1.534, -3.234, 3.076], [1.642, -3.457, 4.401], [0.844, -4.262, 2.544], [0.826, -2.124, 2.902], [5.964, -3.309, 4.040], [6.962, -3.243, 2.574], [5.611, -2.123, 2.792], [5.388, -5.154, 2.449], [4.976, -3.975, 1.213], [-3.821, 3.011, 1.953], [-3.597, 1.522, 1.821], [-3.762, 0.857, 3.098], [-4.998, 0.587, 3.468], [-6.001, 0.835, 2.863], [-4.980, -0.154, 4.814], [-4.136, 0.421, 5.688], [-4.588, -1.430, 4.645], [-6.196, -0.170, 5.373], [-3.168, 3.427, 2.722], [-3.613, 3.505, 1.006], [-4.849, 3.231, 2.245], [-2.575, 1.331, 1.505], [-4.256, 1.081, 1.075]]
}

***

# 4
{
  "formula": "C15H25BN2O13S2",
  "method": "the ωB97M-V functional and the def2-TZVPD basis",
  "multiplicity": 1,
  "total_charge": -2,
  "homo_lumo_gap_ev": 4.91,
  "total_energy_ha": -2495.426041,
  "max_force_ev_per_a": 7.938,
  "elements": ["C", "N", "C", "B", "O", "S", "O", "O", "N", "S", "O", "O", "C", "O", "O", "H", "H", "H", "H", "H", "H", "H", "O", "C", "O", "C", "C", "C", "H", "H", "H", "H", "H", "H", "O", "C", "O", "C", "C", "C", "H", "H", "H", "H", "H", "H", "O", "C", "O", "C", "C", "C", "H", "H", "H", "H", "H", "H"],
  "positions_angstrom": [[1.563, 0.026, -2.699], [1.530, 1.405, -2.124], [1.974, 1.454, -0.703], [0.242, 2.113, -2.358], [0.298, 3.569, -2.523], [-1.461, 1.338, -2.424], [-1.475, 0.268, -1.325], [-1.570, 0.700, -3.812], [-2.743, 2.454, -2.249], [-4.009, 1.839, -1.271], [-3.673, 1.774, 0.210], [-5.171, 2.822, -1.427], [-4.618, 0.130, -1.810], [-4.942, -0.152, -3.003], [-4.719, -0.886, -0.857], [2.429, -0.577, -2.222], [0.621, -0.595, -2.531], [1.764, 0.072, -3.838], [1.232, 0.949, 0.003], [2.103, 2.554, -0.364], [3.034, 0.997, -0.615], [0.652, 3.972, -1.696], [2.219, -1.278, -5.560], [3.142, -0.755, -6.122], [4.204, -0.189, -5.481], [5.060, 0.435, -6.442], [4.750, -0.247, -7.755], [3.281, -0.584, -7.610], [4.834, 1.506, -6.466], [6.102, 0.301, -6.147], [4.975, 0.372, -8.626], [5.332, -1.171, -7.839], [2.641, 0.239, -7.935], [3.025, -1.503, -8.137], [0.463, -1.572, 3.145], [-0.715, -1.447, 2.886], [-1.210, -0.510, 2.045], [-2.647, -0.571, 2.054], [-2.979, -1.962, 2.535], [-1.833, -2.263, 3.477], [-3.024, 0.204, 2.727], [-3.031, -0.383, 1.048], [-3.963, -2.032, 3.002], [-2.956, -2.661, 1.693], [-2.036, -1.909, 4.490], [-1.585, -3.325, 3.481], [-2.943, -1.011, 6.619], [-1.909, -0.763, 7.180], [-1.658, -1.060, 8.487], [-0.381, -0.531, 8.856], [0.375, -0.369, 7.557], [-0.731, -0.050, 6.573], [-0.534, 0.424, 9.370], [0.120, -1.222, 9.537], [1.153, 0.394, 7.604], [0.848, -1.317, 7.282], [-0.945, 1.021, 6.533], [-0.507, -0.436, 5.578]]
}